Computed, not measured: C34H28BrO6PS4Ti as an isolated structure, with wB97M-V/def2-TZVPD.

CARTESIAN COORDINATES (ANGSTROEM)
1 Br 4.3361 1.3908 2.7686
2 Ti -0.1033 -2.3876 0.7617
3 S 2.4862 -2.6977 0.2578
4 S -0.5005 -4.8429 1.0000
5 S 2.7283 -4.7454 0.6064
6 S 1.2720 -5.2549 1.9793
7 P 0.5357 1.0459 -0.1162
8 O -2.8352 -2.6396 -5.2394
9 O -0.6810 -2.2774 4.4524
10 O 0.2529 -0.2010 0.6360
11 O -0.4922 -2.4242 -1.0305
12 O 0.4549 -2.2020 2.5147
13 O -1.8230 -1.9844 1.1454
14 C -4.0854 -1.1792 1.1188
15 C 2.4634 -0.1726 -1.5272
16 C -1.6574 -2.5419 -3.0759
17 C 3.1349 2.0036 -0.7022
18 C 0.2289 -1.9104 3.7454
19 C 0.1890 3.2593 3.2517
20 C 2.1714 1.0052 -0.8377
21 C -2.8659 1.7125 -2.1813
22 C -3.9985 -2.0759 -3.2285
23 C 2.2215 -0.3942 3.4543
24 C 1.2714 -0.6142 5.6472
25 C -2.9138 -1.7228 0.3707
26 C 3.1108 0.9073 5.2938
27 C -2.4151 2.1671 -3.4050
28 C -1.6664 -2.3164 -1.7009
29 C 2.1920 0.3068 6.1444
30 C 3.7222 -0.3407 -2.0872
31 C -0.5898 1.4253 -1.4578
32 C -2.8832 -1.9599 -1.0095
33 C -2.8041 -2.4237 -3.8477
34 C 3.1084 0.5475 3.9599
35 C 4.6755 0.6635 -1.9726
36 C 0.4832 4.8266 1.4615
37 C 0.3133 4.5600 2.8108
38 C -0.1390 1.9030 -2.6797
39 C -4.0326 -1.8571 -1.8603
40 C 1.2834 -0.9525 4.3100
41 C -1.6631 -3.1900 -5.7780
42 C -1.9526 1.3506 -1.1908
43 C 4.3871 1.8347 -1.2823
44 C -1.0561 2.2705 -3.6615
45 C 0.2542 2.2030 2.3398
46 C 0.5451 3.7725 0.5528
47 C 0.4551 2.4655 0.9996
48 H -3.1304 2.4326 -4.1757
49 H 2.1918 0.5671 7.1974
50 H 0.6530 3.9736 -0.5092
51 H -4.9014 -1.9956 -3.8308
52 H -1.3621 -4.1028 -5.2515
53 H 5.1414 2.6067 -1.1773
54 H 1.7307 -0.9751 -1.5881
55 H -2.3018 0.9535 -0.2412
56 H 3.8188 1.6396 5.6597
57 H -3.9241 1.6039 -1.9953
58 H 5.6597 0.5240 -2.4051
59 H 3.9571 -1.2741 -2.5824
60 H 0.5207 -1.0754 6.2782
61 H -0.7066 2.6174 -4.6263
62 H -3.7815 -0.3144 1.7373
63 H -4.9913 -1.6104 -1.4131
64 H -4.8862 -0.8436 0.4534
65 H 0.9254 1.9524 -2.8845
66 H -0.6974 -2.8055 -3.5060
67 H 2.9209 2.8988 -0.1296
68 H 0.5617 5.8494 1.1140
69 H 0.0415 3.0491 4.3028
70 H -4.5195 -1.9106 1.8212
71 H 0.1449 1.1768 2.6614
72 H -0.8217 -2.4867 -5.7363
73 H 0.2650 5.3786 3.5206
74 H 2.2416 -0.7128 2.4178
75 H -1.8686 -3.4287 -6.8222

calculated total energy: -7121.71154 hartree
relative energy (zero: lowest compared OMol25 entry of this formula, charge and spin): 35.9 kJ/mol
HOMO level: 0.81 eV
Kohn-Sham gap: 3.031 eV
net charge: -2